[1]
One molecule with the formula C19H27FN4O, computed with wB97M-V/def2-TZVPD.

CARTESIAN COORDINATES (ANGSTROEM)
C1 3.19126 0.05932 -2.28597
H1 2.85142 -0.80283 -1.68080
H2 4.08131 0.28349 -2.12407
H3 3.11518 -0.34079 -3.41871
C2 2.18209 1.18314 -2.39626
N1 2.37353 1.89112 -0.89667
C3 1.81245 3.30720 -0.83979
H4 1.99851 3.51947 -0.03885
H5 2.18993 3.59475 -1.77218
C4 0.13625 3.18066 -1.05038
H6 -0.07356 2.56576 -1.83553
H7 -0.07991 4.03087 -1.01020
H8 -0.33278 2.66691 -0.40970
C5 1.99773 0.97918 0.40459
C6 0.92724 -0.13966 0.10652
N2 1.76313 -1.21260 0.19021
C7 0.86987 -2.37104 0.14128
C8 0.18391 -2.62793 1.49992
C9 -1.17707 -2.26490 1.90383
N3 -1.19921 -2.50444 3.28535
N4 -0.22633 -3.36759 3.53229
C10 0.72263 -3.40688 2.77529
H9 1.49679 -4.05173 2.82482
H10 -1.94863 -2.27133 3.92008
C11 -2.04118 -1.55302 1.12307
C12 -2.68804 -0.23537 1.92641
C13 -3.48622 0.77967 1.15893
C14 -3.84757 0.34390 -0.00172
C15 -3.13721 -0.48350 -0.70801
C16 -2.37824 -1.36009 -0.09535
H11 -1.95454 -2.38039 -0.65594
H12 -3.44654 -0.80044 -1.92208
O1 -4.69721 1.37885 -0.55605
C17 -4.99570 1.37784 -2.05749
H13 -5.66016 2.17332 -2.19329
H14 -4.16967 1.25256 -2.44640
H15 -5.57261 0.23977 -2.30142
F1 -3.98710 1.79624 2.19346
H16 -2.34912 -0.06072 2.98768
H17 0.35176 -2.58283 -0.52100
H18 1.53920 -3.20253 0.16671
C18 2.93321 -1.09705 1.28728
H19 2.52362 -1.26913 2.09670
C19 3.30127 0.38268 0.78461
H20 3.71452 0.59715 1.75191
H21 3.89105 0.35472 0.08700
H22 3.45833 -1.80341 0.83338
H23 0.18063 0.10997 1.07912
H24 0.23567 -0.09510 -0.66603
H25 1.83457 1.72024 1.13880
H26 2.40174 1.84083 -2.92357
H27 1.18985 0.67570 -2.39178

The HOMO energy is -7.4 eV. Its energy relative to the best compared isomer or geometry (same formula, charge and spin) is 2352.0 kJ/mol. The spin multiplicity is 1. As for the frontier orbital gap: 7.440 eV.

Electronic structure analysis, Mulliken charges in units of e: atom 1 (C): -1.340, atom 2 (H): 0.252, atom 3 (H): 0.501, atom 4 (H): 0.339, atom 5 (C): -1.005, atom 6 (N): -0.295, atom 7 (C): -1.218, atom 8 (H): 0.922, atom 9 (H): 0.418, atom 10 (C): -2.177, atom 11 (H): 0.449, atom 12 (H): 0.910, atom 13 (H): 0.705, atom 14 (C): -0.125, atom 15 (C): -0.372, atom 16 (N): 0.448, atom 17 (C): -3.064, atom 18 (C): 1.468, atom 19 (C): -0.953, atom 20 (N): 0.222, atom 21 (N): -0.950, atom 22 (C): -0.848, atom 23 (H): 0.576, atom 24 (H): 0.227, atom 25 (C): 0.577, atom 26 (C): -0.501, atom 27 (C): 0.291, atom 28 (C): 0.641, atom 29 (C): -0.795, atom 30 (C): 0.418, atom 31 (H): 0.159, atom 32 (H): 0.156, atom 33 (O): -0.406, atom 34 (C): -0.870, atom 35 (H): 0.237, atom 36 (H): 0.519, atom 37 (H): 0.219, atom 38 (F): -0.337, atom 39 (H): 0.275, atom 40 (H): 1.746, atom 41 (H): 0.544, atom 42 (C): -1.459, atom 43 (H): 0.825, atom 44 (C): -1.337, atom 45 (H): 0.314, atom 46 (H): 0.729, atom 47 (H): 0.465, atom 48 (H): -0.184, atom 49 (H): 0.615, atom 50 (H): 0.689, atom 51 (H): 1.250, atom 52 (H): 0.128

=====

[2]
C13H30AgF3O9S as an isolated structure, computed with wB97M-V/def2-TZVPD.

CARTESIAN COORDINATES (ANGSTROEM)
Ag1 -0.18808 0.22866 0.30300
C1 -2.67768 1.58285 -3.55385
F1 -3.39702 0.60866 -4.10981
F2 -1.46232 1.64476 -4.20914
F3 -3.30075 2.75414 -3.78901
S1 -2.42808 1.31542 -1.79968
O1 -1.47775 2.40134 -1.41740
O2 -3.72796 1.40778 -1.13880
O3 -1.81678 -0.01191 -1.61461
C2 1.31226 1.71387 -2.55781
O4 1.11687 0.46416 -1.88976
C3 1.28339 -0.65348 -2.69236
C4 1.13561 -1.97225 -1.89185
O5 2.30799 -2.29767 -1.17153
C5 3.31931 -2.94156 -1.80905
H1 2.33991 1.89956 -2.68726
H2 0.76354 2.46065 -1.94511
H3 0.81226 1.63886 -3.50544
H4 2.30160 -0.64616 -3.21310
H5 0.54378 -0.51438 -3.49321
H6 1.07625 -2.75394 -2.60646
H7 0.36304 -1.88128 -1.20102
H8 3.02813 -3.89591 -2.23018
H9 4.06345 -3.14555 -1.04597
H10 3.62704 -2.34883 -2.68349
C6 1.70936 -0.11776 2.92748
O6 1.20881 -0.97580 1.93879
C7 0.72459 -2.22080 2.49436
C8 -0.24340 -3.01459 1.64886
O7 -1.19713 -2.07434 1.11155
C9 -2.18020 -2.81036 0.36676
H11 1.94084 0.81531 2.46847
H12 2.57049 -0.60323 3.45924
H13 0.89117 0.17534 3.65256
H14 0.12778 -2.01649 3.37386
H15 1.63703 -2.82364 2.72374
H16 -0.74570 -3.72124 2.31879
H17 0.21045 -3.55198 0.85133
H18 -1.66354 -3.26981 -0.47638
H19 -2.87885 -1.98921 -0.00135
H20 -2.62619 -3.59330 0.93929
C10 1.92157 2.91119 0.72575
O8 0.63219 2.35873 0.83709
C11 -0.17075 3.12296 1.70027
C12 -1.52537 2.40271 1.93658
O9 -1.21888 1.11768 2.45636
C13 -2.41210 0.41220 2.69970
H21 2.45417 2.88661 1.67008
H22 1.83542 3.91051 0.24724
H23 2.40289 2.29522 0.01615
H24 -0.30684 4.07244 1.21273
H25 0.35977 3.15739 2.65695
H26 -1.94974 2.34346 0.99631
H27 -2.17299 3.02311 2.65659
H28 -2.14737 -0.56205 3.05774
H29 -3.06992 0.38689 1.80627
H30 -3.03556 0.89504 3.47974

The HOMO energy is -9.2 eV. The spin multiplicity is 1. As for the frontier orbital gap: 9.800 eV.

Electronic structure analysis, Mulliken charges in units of e: atom 1 (Ag): 1.752, atom 2 (C): 0.401, atom 3 (F): -0.206, atom 4 (F): -0.209, atom 5 (F): -0.202, atom 6 (S): 0.861, atom 7 (O): -0.712, atom 8 (O): -0.639, atom 9 (O): -0.718, atom 10 (C): -1.044, atom 11 (O): 0.002, atom 12 (C): -0.516, atom 13 (C): 0.156, atom 14 (O): -0.263, atom 15 (C): -0.814, atom 16 (H): 0.264, atom 17 (H): 0.174, atom 18 (H): 0.444, atom 19 (H): 0.260, atom 20 (H): 0.391, atom 21 (H): 0.577, atom 22 (H): -0.583, atom 23 (H): 0.351, atom 24 (H): 0.219, atom 25 (H): 0.297, atom 26 (C): -0.624, atom 27 (O): -0.066, atom 28 (C): -0.725, atom 29 (C): -0.696, atom 30 (O): 0.077, atom 31 (C): -0.884, atom 32 (H): -0.078, atom 33 (H): 0.303, atom 34 (H): 0.320, atom 35 (H): 0.396, atom 36 (H): 0.308, atom 37 (H): 0.385, atom 38 (H): 0.452, atom 39 (H): 0.285, atom 40 (H): 0.188, atom 41 (H): 0.341, atom 42 (C): -1.215, atom 43 (O): 0.297, atom 44 (C): -0.712, atom 45 (C): -0.667, atom 46 (O): -0.203, atom 47 (C): -0.778, atom 48 (H): 0.402, atom 49 (H): 0.269, atom 50 (H): 0.281, atom 51 (H): 0.415, atom 52 (H): 0.409, atom 53 (H): 0.159, atom 54 (H): 0.390, atom 55 (H): 0.128, atom 56 (H): 0.267, atom 57 (H): 0.335

=====

[3]
A 2-piece molecular cluster, C6H12N2 overall, computed with wB97M-V/def2-TZVPD.

CARTESIAN COORDINATES (ANGSTROEM)
C1 -1.79674 1.05754 -0.24235
C2 1.39649 0.36317 -2.09388
C3 1.08632 0.75703 0.43203
C4 -0.86942 -1.53825 2.36080
C5 0.50378 1.01971 -1.02143
C6 -0.75240 0.31977 -0.95871
N1 -2.72769 1.55375 0.23259
N2 -0.87081 -0.83362 -1.48021
H1 1.09812 0.56238 -3.12341
H2 2.41895 0.71800 -1.94376
H3 1.55875 -0.68836 -2.02360
H4 1.06287 -0.26206 0.76560
H5 2.08046 1.08867 0.44906
H6 0.36978 1.38369 1.09141
H7 -0.47917 -2.18472 3.30302
H8 -0.44530 -1.97100 1.46997
H9 -0.45228 -0.65403 2.54526
H10 0.42972 2.09456 -1.13121
H11 -1.93669 -1.41021 2.38265
H12 -1.67470 -1.37603 -1.01383

The HOMO energy is -10.8 eV. Its energy relative to the best compared isomer or geometry (same formula, charge and spin) is 190.5 kJ/mol. The spin multiplicity is 1. As for the frontier orbital gap: 10.985 eV.

Electronic structure analysis, Mulliken charges in units of e: atom 1 (C): 0.077, atom 2 (C): -1.473, atom 3 (C): -1.177, atom 4 (C): -1.044, atom 5 (C): 0.365, atom 6 (C): 0.444, atom 7 (N): -0.434, atom 8 (N): -0.584, atom 9 (H): 0.376, atom 10 (H): 0.394, atom 11 (H): 0.352, atom 12 (H): 0.199, atom 13 (H): 0.440, atom 14 (H): 0.322, atom 15 (H): 0.274, atom 16 (H): 0.245, atom 17 (H): 0.261, atom 18 (H): 0.384, atom 19 (H): 0.274, atom 20 (H): 0.305

=====

[4]
A 3-piece molecular cluster, C32H75N3O6P overall, computed with wB97M-V/def2-TZVPD.

CARTESIAN COORDINATES (ANGSTROEM)
C1 6.36060 0.51172 5.70484
C2 7.57937 1.35252 5.13152
O1 7.40678 2.70538 5.54588
C3 6.99672 3.55166 4.47898
C4 5.64345 3.16528 3.79267
O2 4.55801 3.00241 4.70291
C5 3.59955 2.12889 4.06171
C6 2.94768 2.76750 2.78230
O3 1.78622 2.10229 2.33274
C7 2.08631 0.77581 1.78605
P1 1.73856 0.83434 -0.13618
N1 0.01608 1.32452 0.27940
C8 1.11164 -0.96448 -0.18824
C9 1.84822 -2.01126 -1.10292
C10 1.29982 -2.12545 -2.59594
C11 2.23944 -1.53479 -3.69936
N2 3.68383 -1.53853 -3.38578
C12 1.25479 1.18142 -1.99569
C13 0.82045 2.67402 -2.26473
C14 -0.51099 2.74685 -3.11538
C15 -1.75384 2.16263 -2.36575
C16 -2.39273 3.16706 -1.32490
C17 -3.97343 3.07232 -1.44598
C18 -4.61651 2.11221 -0.38183
C19 -6.17410 2.18929 -0.52246
C20 -6.94748 1.49824 0.64962
O4 -6.56550 0.13157 0.83993
C21 -7.61607 -0.50234 1.58572
N3 3.44822 0.40395 -0.54348
C22 4.33849 1.30698 -0.52522
C23 5.55777 1.10429 0.46763
C24 4.45322 2.56273 -1.43708
H1 5.75115 0.06998 4.88162
H2 6.73639 -0.27480 6.39484
H3 5.68866 1.19616 6.26843
H4 8.56063 0.92878 5.45749
H5 7.56038 1.23099 4.01919
H6 7.78274 3.47630 3.67494
H7 6.96497 4.62765 4.76575
H8 5.44052 3.94350 3.00838
H9 5.80160 2.19573 3.26398
H10 2.76606 2.01405 4.80069
H11 4.01702 1.11412 3.87889
H12 2.61965 3.79566 3.09542
H13 3.64872 2.91908 1.92966
H14 1.39196 0.09069 2.32658
H15 3.12975 0.45077 2.00726
H16 2.07998 2.23714 -0.05573
H17 -0.31344 0.83958 1.11121
H18 -0.04302 2.32462 0.44630
H19 0.05148 -0.92134 -0.55779
H20 1.02062 -1.44539 0.82486
H21 2.95361 -2.03790 -1.04560
H22 1.54320 -3.01532 -0.67961
H23 0.26834 -1.69066 -2.59127
H24 1.14534 -3.20942 -2.84605
H25 2.11495 -2.18627 -4.60937
H26 1.88674 -0.52952 -4.04026
H27 4.02315 -0.58429 -3.35435
H28 4.17758 -2.08904 -4.07716
H29 2.21266 1.02502 -2.56169
H30 0.42590 0.53142 -2.35125
H31 1.60853 3.14410 -2.91718
H32 0.76089 3.31634 -1.35650
H33 -0.66039 3.81996 -3.38528
H34 -0.34344 2.14914 -4.04073
H35 -2.48761 1.84688 -3.15508
H36 -1.51108 1.22288 -1.80866
H37 -2.11681 2.78242 -0.31552
H38 -2.03776 4.20184 -1.51892
H39 -4.29619 2.73159 -2.45892
H40 -4.41833 4.09666 -1.31706
H41 -4.26885 1.07491 -0.60940
H42 -4.25679 2.44064 0.61947
H43 -6.45947 3.27228 -0.46984
H44 -6.53665 1.78139 -1.49697
H45 -6.81843 2.07293 1.60120
H46 -8.04156 1.51177 0.39403
H47 -8.14947 0.24000 2.22429
H48 -7.23424 -1.30154 2.26120
H49 -8.28952 -1.00190 0.84721
H50 5.99378 2.07751 0.78419
H51 6.35751 0.59509 -0.14224
H52 5.31540 0.40781 1.29301
H53 4.66514 2.34188 -2.50489
H54 5.27796 3.22005 -1.04980
H55 3.53848 3.20741 -1.40646
C25 -7.68029 -3.05189 5.51652
C26 -8.37562 -1.77151 5.94744
O5 -9.48929 -1.42873 5.13976
C27 -10.54831 -2.36883 5.09221
C28 -11.17247 -2.65306 6.44808
H56 -7.35653 -2.97929 4.47615
H57 -6.80644 -3.23818 6.14307
H58 -8.33788 -3.91982 5.59506
H59 -7.67105 -0.94191 5.86520
H60 -8.67121 -1.82212 7.00090
H61 -10.21183 -3.29524 4.61479
H62 -11.30811 -1.94089 4.43601
H63 -10.45824 -3.09972 7.14146
H64 -12.01079 -3.34479 6.34186
H65 -11.53750 -1.72902 6.90149
C29 4.77367 -4.47548 -7.58664
C30 3.62199 -4.90252 -6.69177
O6 2.43360 -4.16202 -6.90263
C31 1.87160 -4.22585 -8.20077
C32 1.48950 -5.63230 -8.63100
H66 4.98712 -3.41281 -7.45284
H67 5.67243 -5.04671 -7.34664
H68 4.55011 -4.63419 -8.64353
H69 3.90383 -4.73828 -5.64993
H70 3.42483 -5.97536 -6.79259
H71 2.54637 -3.76369 -8.92955
H72 0.97301 -3.60740 -8.17560
H73 2.35685 -6.29199 -8.68962
H74 1.01873 -5.61254 -9.61632
H75 0.78903 -6.07220 -7.91806

As for the net charge: -1. The HOMO energy is -3.7 eV. Its energy relative to the best compared isomer or geometry (same formula, charge and spin) is 0.0 kJ/mol. The spin multiplicity is 1. As for the frontier orbital gap: 5.844 eV.

Mulliken atomic charge list, values in e, 99 entries: atom 1 (C): -0.860, atom 2 (C): -0.196, atom 3 (O): -0.440, atom 4 (C): -0.862, atom 5 (C): 0.295, atom 6 (O): -0.414, atom 7 (C): -0.053, atom 8 (C): -0.181, atom 9 (O): -0.323, atom 10 (C): -1.117, atom 11 (P): 1.758, atom 12 (N): -0.598, atom 13 (C): -1.284, atom 14 (C): -0.794, atom 15 (C): -0.727, atom 16 (C): 0.118, atom 17 (N): -0.527, atom 18 (C): -0.408, atom 19 (C): -0.737, atom 20 (C): -1.427, atom 21 (C): -0.186, atom 22 (C): -0.336, atom 23 (C): -0.868, atom 24 (C): -0.310, atom 25 (C): -0.676, atom 26 (C): -0.460, atom 27 (O): -0.323, atom 28 (C): -0.547, atom 29 (N): -0.246, atom 30 (C): 0.381, atom 31 (C): -1.409, atom 32 (C): -1.137, atom 33 (H): 0.148, atom 34 (H): 0.317, atom 35 (H): 0.282, atom 36 (H): 0.413, atom 37 (H): 0.144, atom 38 (H): 0.359, atom 39 (H): 0.376, atom 40 (H): 0.338, atom 41 (H): -0.165, atom 42 (H): 0.334, atom 43 (H): 0.082, atom 44 (H): 0.324, atom 45 (H): -0.028, atom 46 (H): 0.474, atom 47 (H): -0.027, atom 48 (H): 0.117, atom 49 (H): 0.233, atom 50 (H): 0.317, atom 51 (H): 0.340, atom 52 (H): 0.327, atom 53 (H): 0.336, atom 54 (H): 0.419, atom 55 (H): 0.186, atom 56 (H): 0.508, atom 57 (H): 0.133, atom 58 (H): 0.001, atom 59 (H): 0.095, atom 60 (H): 0.235, atom 61 (H): -0.141, atom 62 (H): 0.121, atom 63 (H): 0.351, atom 64 (H): 0.335, atom 65 (H): 0.492, atom 66 (H): 0.291, atom 67 (H): 0.685, atom 68 (H): -0.120, atom 69 (H): -0.001, atom 70 (H): 0.431, atom 71 (H): 0.245, atom 72 (H): 0.380, atom 73 (H): 0.198, atom 74 (H): 0.266, atom 75 (H): 0.264, atom 76 (H): 0.303, atom 77 (H): 0.297, atom 78 (H): 0.399, atom 79 (H): 0.333, atom 80 (H): 0.067, atom 81 (H): 0.252, atom 82 (H): 0.302, atom 83 (H): 0.436, atom 84 (H): 0.234, atom 85 (H): 0.229, atom 86 (H): 0.386, atom 87 (H): 0.234, atom 88 (C): -0.939, atom 89 (C): -0.340, atom 90 (O): -0.416, atom 91 (C): -0.329, atom 92 (C): -1.032, atom 93 (H): 0.186, atom 94 (H): 0.392, atom 95 (H): 0.262, atom 96 (H): 0.343, atom 97 (H): 0.307, atom 98 (H): 0.306, atom 99 (H): 0.327

=====

[5]
C3H4Cl3CrO5Si as an isolated structure, computed with wB97M-V/def2-TZVPD.

CARTESIAN COORDINATES (ANGSTROEM)
Cr1 0.60334 0.11129 -0.15019
O1 3.65768 2.58399 -0.12877
C1 2.60088 2.00583 -0.09857
O2 2.43653 0.70677 -0.22717
C2 1.26363 2.79122 0.17595
O3 1.23564 3.98914 0.28622
O4 0.20337 2.00230 0.19004
C3 -2.59199 -0.65603 0.11188
O5 -1.48988 0.19765 -0.21253
H1 -3.52108 -0.17064 -0.18512
H2 -2.59958 -0.88977 1.17531
H3 -2.45932 -1.57523 -0.45036
H4 -1.59570 1.10371 0.11880
Cl1 -0.48384 -3.24408 -1.74575
Si1 0.68869 -2.35802 -0.20155
Cl2 -0.34107 -3.01806 1.55110
Cl3 2.39268 -3.58006 -0.20931

As for the net charge: -1. The HOMO energy (spin up / spin down) is -5.6 / -5.9 eV. Its energy relative to the best compared isomer or geometry (same formula, charge and spin) is 1.9 kJ/mol. The spin multiplicity is 5. As for the frontier orbital gap (spin up / spin down): 8.336 / 8.607 eV.

Electronic structure analysis, Mulliken charges in units of e: atom 1 (Cr): 0.765, atom 2 (O): -0.608, atom 3 (C): 0.660, atom 4 (O): -0.681, atom 5 (C): 0.558, atom 6 (O): -0.596, atom 7 (O): -0.692, atom 8 (C): -0.628, atom 9 (O): -0.309, atom 10 (H): 0.260, atom 11 (H): 0.293, atom 12 (H): 0.216, atom 13 (H): 0.351, atom 14 (Cl): -0.358, atom 15 (Si): 0.425, atom 16 (Cl): -0.344, atom 17 (Cl): -0.312

=====

no.,E_tot (eV)
1,-30842.8630
2,-55377.9284
3,-9394.8758
4,-60437.7206
5,-87288.2043